21
Properties=species:S:1:pos:R:3:forces:R:3:nbo_charge:R:1 method="wB97M-V/def2-TZVPD" e_above_lowest_kcal_mol=43.2 e_homo_ev=-9.45
N 1.3903 -0.7461 -2.4671 -0.27 1.36 0.57 -0.846
C 0.7531 -0.0811 -1.2866 -0.90 0.61 0.25 -0.228
C 1.7874 0.2166 -0.1749 1.20 1.08 -0.46 -0.220
N 1.2129 0.8215 1.0137 -1.85 -0.82 -1.48 -0.882
H 1.1970 -1.7109 -2.4854 -0.46 -1.21 0.06 0.355
H 2.4103 -0.6877 -2.5352 -0.54 0.52 0.43 0.365
H -0.0519 -0.6907 -0.8085 0.64 -0.17 -0.71 0.179
H 0.1238 0.8880 -1.5916 1.79 -1.69 0.47 0.183
H 2.3203 -0.6931 0.2013 -0.39 0.54 -0.88 0.197
H 2.5207 0.9100 -0.7289 -0.40 -0.92 0.99 0.156
H 1.7105 1.0023 1.8301 1.46 0.03 1.00 0.378
H 0.5465 1.5410 0.8550 -0.29 0.73 -0.35 0.366
O -1.2199 1.6625 3.3438 -2.07 -1.37 0.07 -0.947
H -1.5681 0.8584 2.8590 0.13 1.48 0.66 0.490
H -0.3304 1.6531 3.0818 2.01 0.17 -0.36 0.445
O -2.4759 -1.8947 -0.9259 -1.11 -3.44 5.27 -0.928
H -2.5844 -1.2145 -1.4559 -0.76 5.06 -4.24 0.462
H -1.8313 -2.4491 -1.2681 1.82 -1.54 -1.06 0.472
O -2.0929 0.5721 1.0555 0.09 -1.75 -1.15 -0.951
H -1.2115 0.2174 0.8203 -0.04 0.58 0.39 0.472
H -2.6066 -0.1749 0.6677 -0.06 0.74 0.52 0.484